The following is a DFT calculation (the ωB97M-V functional and the def2-TZVPD basis) of a 6-piece molecular cluster, C34H72IN2O13 overall.

XYZ file:
```
122
Properties=species:S:1:pos:R:3
C -3.669 5.342 1.543
C -3.810 3.691 1.457
C -3.109 3.035 0.128
I -2.064 4.512 -1.153
C -2.052 1.824 0.420
C -2.062 0.370 -0.265
N -1.063 -0.663 0.012
N -0.009 -0.690 0.853
C 0.059 0.580 1.563
C 1.301 0.641 2.686
C 2.580 1.536 2.201
C 2.615 1.928 0.613
C 3.117 0.695 -0.381
O 2.992 -0.642 0.218
C 3.646 -1.682 -0.602
O 4.904 -1.572 -1.114
C -0.815 1.903 1.471
C -0.480 3.225 2.382
C -1.082 3.122 3.937
O 0.047 3.506 4.846
H -4.256 5.897 0.677
H -2.549 5.709 1.640
H -4.208 5.662 2.557
H -4.982 3.485 1.383
H -3.465 3.239 2.480
H -3.976 2.602 -0.540
H -2.933 0.139 -1.036
H -1.172 -1.570 -0.541
H 0.877 1.113 3.685
H 1.671 -0.438 2.965
H 3.563 0.896 2.421
H 2.671 2.513 2.871
H 1.620 2.453 0.217
H 3.454 2.770 0.499
H 2.521 0.823 -1.404
H 4.255 0.915 -0.670
H 3.125 -2.733 -0.824
H 0.648 3.534 2.420
H -1.049 4.136 1.861
H -1.490 2.038 4.181
H -1.920 3.948 4.131
H 0.028 2.761 5.544
C -2.596 -3.941 1.186
O -2.891 -3.689 -0.184
C -2.215 -4.596 -1.060
C -3.163 -5.691 -1.561
O -3.566 -6.556 -0.494
C -4.880 -6.262 -0.030
H -3.301 -3.374 1.799
H -2.693 -5.001 1.435
H -1.581 -3.599 1.412
H -1.335 -5.029 -0.571
H -1.869 -4.012 -1.918
H -2.630 -6.311 -2.290
H -4.036 -5.256 -2.064
H -5.616 -6.614 -0.759
H -5.020 -5.193 0.149
H -5.038 -6.795 0.912
C -3.015 -3.694 -8.109
O -4.071 -4.567 -7.723
C -3.614 -5.638 -6.892
C -3.946 -5.376 -5.419
O -3.200 -4.266 -4.909
C -3.985 -3.080 -4.828
H -3.456 -2.794 -8.545
H -2.397 -3.401 -7.256
H -2.393 -4.181 -8.866
H -2.539 -5.809 -7.030
H -4.142 -6.540 -7.215
H -3.655 -6.252 -4.831
H -5.023 -5.220 -5.279
H -4.682 -3.156 -3.988
H -4.538 -2.894 -5.751
H -3.313 -2.236 -4.649
C -4.487 8.482 -5.272
O -3.386 9.369 -5.105
C -3.123 9.654 -3.728
C -1.926 8.848 -3.214
O -2.222 7.448 -3.174
C -1.648 6.744 -4.271
H -4.494 8.134 -6.308
H -4.414 7.612 -4.613
H -5.422 9.016 -5.076
H -4.014 9.473 -3.114
H -2.882 10.719 -3.664
H -1.708 9.156 -2.186
H -1.031 9.041 -3.820
H -0.569 6.646 -4.123
H -1.846 7.242 -5.224
H -2.089 5.744 -4.306
C 3.116 2.570 10.044
O 3.533 1.227 9.822
C 2.435 0.310 9.823
C 2.046 -0.088 8.396
O 1.503 1.024 7.676
C 2.447 1.595 6.775
H 3.955 3.232 9.812
H 2.271 2.844 9.407
H 2.846 2.702 11.095
H 1.577 0.729 10.363
H 2.766 -0.584 10.359
H 1.261 -0.850 8.444
H 2.901 -0.521 7.860
H 2.575 0.938 5.909
H 3.414 1.768 7.253
H 2.054 2.556 6.431
C 9.482 -5.667 -1.671
O 8.883 -4.721 -0.793
C 8.049 -3.789 -1.487
C 6.567 -4.146 -1.329
O 6.256 -5.374 -1.995
C 6.150 -6.467 -1.088
H 9.915 -6.469 -1.068
H 8.753 -6.105 -2.358
H 10.283 -5.185 -2.240
H 8.329 -3.727 -2.546
H 8.223 -2.808 -1.036
H 5.964 -3.365 -1.803
H 6.284 -4.193 -0.269
H 5.214 -6.392 -0.526
H 6.995 -6.506 -0.396
H 6.135 -7.394 -1.668
```

HOMO-LUMO gap in eV: 5.536
Total charge: +1
Lowest unoccupied orbital energy in eV: -4.71
F_max in eV Å⁻¹: 9.4
Calculated total energy in Ha: -2723.1408